# 1
{"formula": "C28H40B2MnO31", "method": "ωB97M-V/def2-TZVPD", "elements": ["Mn", "O", "C", "O", "B", "O", "C", "O", "O", "C", "O", "C", "O", "O", "O", "C", "O", "B", "O", "C", "O", "O", "C", "O", "C", "O", "O", "C", "C", "O", "C", "O", "O", "C", "H", "H", "H", "H", "H", "H", "H", "H", "C", "C", "O", "C", "O", "O", "C", "H", "H", "H", "H", "H", "H", "H", "H", "C", "C", "O", "C", "O", "O", "C", "H", "H", "H", "H", "H", "H", "H", "H", "C", "C", "O", "C", "O", "O", "C", "H", "H", "H", "H", "H", "H", "H", "H", "C", "C", "O", "C", "O", "O", "C", "H", "H", "H", "H", "H", "H", "H", "H"], "coordinates": [[-0.1761, -0.5152, -0.2921], [-1.1339, 1.4343, -1.0874], [-0.8942, 2.5536, -1.4591], [0.2579, 3.1639, -1.5058], [0.0732, 4.4894, -2.1623], [-1.3869, 4.6397, -2.3136], [-1.9831, 3.5228, -1.9751], [-3.1444, 3.2623, -2.0245], [0.7237, 4.5276, -3.4927], [1.6982, 5.4305, -3.4712], [2.4311, 5.6920, -4.3701], [1.7112, 6.0796, -2.0683], [0.6944, 5.5483, -1.3855], [2.5068, 6.8562, -1.6526], [-0.4638, -1.5661, 7.6939], [-0.1275, -2.1610, 6.7243], [0.4849, -1.6445, 5.6519], [0.7867, -2.7030, 4.7026], [0.2653, -3.9434, 5.2768], [-0.3025, -3.6775, 6.4515], [-0.7916, -4.4621, 7.2013], [0.1395, -2.3897, 3.3834], [1.0640, -2.1148, 2.5182], [0.8998, -1.6909, 1.4065], [2.4342, -2.4296, 3.1364], [2.2279, -2.8172, 4.3749], [3.4804, -2.3303, 2.5756], [2.8714, -1.5190, -5.2346], [1.6442, -2.3420, -4.9188], [1.0868, -1.9393, -3.6660], [0.1537, -1.0070, -3.5999], [-0.2618, -0.6073, -2.5404], [-0.1834, -0.5119, -4.7704], [-1.3882, 0.2701, -4.7936], [3.4554, -1.8940, -6.0684], [3.4906, -1.3984, -4.3412], [2.5688, -0.4878, -5.4569], [1.9107, -3.3941, -4.7902], [0.9286, -2.3435, -5.7385], [-1.2912, 1.1627, -4.1820], [-2.2291, -0.3486, -4.4830], [-1.5572, 0.5571, -5.8270], [-5.2191, -3.8192, 1.1696], [-4.1195, -4.2222, 0.2240], [-3.1874, -3.1263, 0.1503], [-2.1147, -3.1693, -0.5884], [-1.2391, -2.3461, -0.4878], [-2.1004, -4.1965, -1.4205], [-0.9493, -4.3264, -2.2540], [-5.8831, -4.6687, 1.3367], [-5.8377, -3.0318, 0.7407], [-4.8203, -3.5176, 2.1366], [-4.5296, -4.4128, -0.7689], [-3.6003, -5.1161, 0.5703], [-0.0426, -4.2320, -1.6579], [-0.9298, -3.5442, -3.0122], [-0.9996, -5.2937, -2.7388], [4.4488, 1.8498, -2.8998], [3.3892, 1.2230, -2.0402], [3.8849, -0.1087, -1.7538], [3.0598, -0.9896, -1.2340], [1.8903, -0.8351, -0.9644], [3.7013, -2.1316, -1.1182], [2.9272, -3.2324, -0.6576], [4.4317, 1.3726, -3.8788], [5.4313, 1.7236, -2.4453], [4.3121, 2.9183, -3.0101], [2.4091, 1.1817, -2.5130], [3.2517, 1.7184, -1.0767], [2.5358, -3.0552, 0.3421], [3.5810, -4.0976, -0.6321], [2.0917, -3.4167, -1.3373], [-3.8973, 3.6928, 1.0884], [-3.9873, 2.3065, 1.6582], [-2.8473, 1.5631, 1.1859], [-2.5243, 0.4013, 1.6952], [-1.6956, -0.3038, 1.1579], [-3.1215, 0.1225, 2.8286], [-2.7606, -1.1098, 3.4854], [-4.5194, 4.4113, 1.6190], [-4.1354, 3.7397, 0.0232], [-2.8775, 4.0941, 1.1203], [-4.9020, 1.8179, 1.3196], [-3.9796, 2.3269, 2.7464], [-2.3440, -1.8361, 2.7909], [-3.6842, -1.5383, 3.8682], [-2.0358, -0.8932, 4.2631], [-0.0771, 3.5138, 4.0304], [0.4909, 3.9487, 2.6903], [0.3311, 2.9130, 1.7257], [1.2671, 2.0078, 1.5370], [1.0787, 1.0614, 0.8144], [2.4068, 2.2570, 2.1540], [3.4085, 1.2355, 2.0928], [-1.1267, 3.2356, 3.9581], [0.0571, 4.2943, 4.7796], [0.4874, 2.6527, 4.4027], [1.5231, 4.2782, 2.7961], [-0.0126, 4.8586, 2.3593], [4.3442, 1.6582, 2.4392], [3.5511, 0.8732, 1.0730], [3.1346, 0.3678, 2.6909]], "s_squared": 8.75, "e_above_lowest_kcal_mol": 0.0, "spin_multiplicity": 6, "orbital_gap_ha": 0.345}

---

# 2
{"formula": "C48H44AsN5O7PdSSi", "method": "ωB97M-V/def2-TZVPD", "elements": ["Pd", "C", "Si", "C", "N", "C", "C", "C", "C", "C", "C", "C", "C", "C", "C", "C", "C", "C", "C", "C", "C", "C", "H", "H", "H", "H", "H", "H", "H", "H", "H", "H", "H", "H", "H", "H", "H", "H", "H", "H", "H", "H", "H", "H", "H", "H", "C", "C", "C", "C", "C", "C", "As", "C", "C", "C", "C", "C", "C", "C", "C", "C", "C", "C", "C", "H", "H", "H", "H", "H", "H", "H", "H", "H", "H", "H", "H", "H", "O", "N", "O", "C", "C", "C", "C", "O", "C", "C", "N", "O", "O", "N", "O", "O", "H", "H", "S", "C", "N", "C", "C", "C", "C", "H", "H", "H", "H", "H"], "coordinates": [[-0.0314, 0.0452, 0.0363], [-0.2350, 0.1886, 2.1489], [-0.3248, -1.6257, 2.6075], [-1.6112, -2.2324, 1.2907], [-1.1589, -1.8970, -0.0598], [-2.2988, -1.6613, -0.9504], [-3.0661, -2.9479, -1.2538], [-2.1180, -4.0435, -1.7670], [-0.6958, -3.5067, -1.9252], [-0.2114, -2.8870, -0.6127], [1.2174, -2.7458, 2.5628], [2.5081, -2.2681, 2.7604], [3.5908, -3.1326, 2.8143], [3.4022, -4.4969, 2.6727], [2.1230, -4.9935, 2.4893], [1.0481, -4.1245, 2.4457], [-1.0778, -1.8559, 4.3345], [-0.3538, -2.4328, 5.3726], [-0.8898, -2.5417, 6.6431], [-2.1656, -2.0687, 6.8997], [-2.9017, -1.4919, 5.8779], [-2.3595, -1.3868, 4.6102], [0.5808, 0.7953, 2.5418], [-1.1919, 0.6910, 2.3102], [-2.5248, -1.6647, 1.4768], [-1.8699, -3.2941, 1.3568], [-1.9338, -1.2158, -1.8867], [-2.9616, -0.9368, -0.4695], [-3.8340, -2.7204, -1.9921], [-3.5767, -3.2799, -0.3503], [-2.4666, -4.4276, -2.7257], [-2.1038, -4.8835, -1.0686], [-0.6525, -2.7688, -2.7361], [-0.0250, -4.3255, -2.1915], [0.7691, -2.4063, -0.7821], [-0.0615, -3.6856, 0.1204], [2.6687, -1.2079, 2.8778], [4.5865, -2.7422, 2.9765], [4.2438, -5.1747, 2.7189], [1.9625, -6.0575, 2.3877], [0.0512, -4.5278, 2.3433], [0.6428, -2.8023, 5.1807], [-0.3129, -2.9935, 7.4378], [-2.5830, -2.1443, 7.8937], [-3.8981, -1.1219, 6.0738], [-2.9402, -0.9335, 3.8207], [-0.4926, -0.5408, -7.1602], [-1.5260, -0.5823, -6.2384], [-1.2652, -0.3744, -4.8947], [0.0297, -0.1145, -4.4545], [1.0613, -0.0951, -5.3837], [0.8007, -0.3006, -6.7285], [0.2882, 0.4194, -2.5546], [-0.4155, 2.2050, -2.8535], [-1.7401, 2.5688, -3.0042], [-2.0802, 3.9113, -3.0797], [-1.0939, 4.8816, -3.0029], [0.2393, 4.5250, -2.8937], [0.5920, 3.1831, -2.8284], [1.9499, 2.6554, -2.7383], [3.1165, 3.4073, -2.7251], [4.3449, 2.7728, -2.7112], [4.4244, 1.3893, -2.7221], [3.2661, 0.6294, -2.6900], [2.0323, 1.2546, -2.6953], [-0.6952, -0.6866, -8.2121], [-2.5392, -0.7559, -6.5725], [-2.0788, -0.3942, -4.1749], [2.0741, 0.0949, -5.0491], [1.6098, -0.2491, -7.4437], [-2.5096, 1.8073, -3.0502], [-3.1151, 4.2029, -3.1817], [-1.3644, 5.9258, -3.0274], [0.9958, 5.2957, -2.8443], [3.0688, 4.4864, -2.7316], [5.2503, 3.3622, -2.7041], [5.3897, 0.9042, -2.7423], [3.3231, -0.4546, -2.6756], [-5.0487, 6.4798, 0.0319], [-3.8500, 6.3101, 0.1548], [-3.0309, 7.2101, 0.1920], [-3.3728, 4.9700, 0.2270], [-4.2660, 3.9052, 0.2146], [-3.7858, 2.6097, 0.1830], [-2.3768, 2.3129, 0.0233], [-2.0131, 1.1554, -0.2723], [-1.5001, 3.4498, 0.2040], [-2.0013, 4.7364, 0.3025], [-0.1116, 3.2872, 0.3132], [0.5505, 4.1660, 0.8718], [0.4504, 2.2721, -0.1733], [-4.7145, 1.5406, 0.2501], [-5.8859, 1.7820, 0.0073], [-4.3117, 0.4287, 0.5717], [-5.3315, 4.0811, 0.2634], [-1.3169, 5.5641, 0.4067], [2.4990, 0.4276, 0.7382], [4.1097, 0.1799, 0.3563], [4.9281, 1.2792, 0.4288], [6.2555, 1.2412, 0.1964], [6.8559, 0.0662, -0.1348], [6.0652, -1.1046, -0.2216], [4.7229, -1.0485, 0.0160], [4.4625, 2.1489, 0.6625], [6.8023, 2.1662, 0.3059], [7.9155, 0.0216, -0.3181], [6.5398, -2.0420, -0.4651], [4.1018, -1.9299, -0.0216]], "e_above_lowest_kcal_mol": 39.3, "orbital_gap_ha": 0.236}

---

# 3
{"formula": "C51H41BrIN10O3Sn", "method": "ωB97M-V/def2-TZVPD", "elements": ["Sn", "O", "C", "N", "C", "C", "C", "C", "C", "C", "N", "C", "C", "C", "C", "C", "N", "H", "H", "H", "H", "H", "H", "H", "H", "H", "H", "C", "C", "C", "C", "C", "N", "C", "C", "C", "C", "C", "C", "C", "N", "C", "C", "C", "N", "C", "C", "N", "C", "C", "C", "N", "H", "H", "H", "H", "H", "H", "H", "H", "H", "H", "H", "H", "H", "H", "H", "H", "H", "H", "Br", "C", "C", "C", "C", "C", "C", "N", "C", "C", "C", "C", "C", "C", "N", "H", "H", "H", "H", "H", "H", "H", "H", "H", "I", "C", "C", "C", "C", "C", "C", "C", "O", "O", "H", "H", "H", "H"], "coordinates": [[0.4252, -0.2474, 0.2455], [3.5058, 0.4099, 3.3295], [2.5457, 0.3936, 2.5459], [2.1416, -0.6390, 1.7749], [3.0062, -1.7873, 1.8468], [3.4972, -2.3281, 0.5324], [4.1254, -3.5743, 0.4927], [4.5801, -4.0488, -0.7435], [4.4451, -3.2540, -1.8987], [3.8403, -2.0168, -1.7195], [3.3762, -1.5891, -0.5537], [1.7746, 1.6733, 2.3858], [2.2886, 2.7678, 3.0948], [1.7948, 4.0195, 2.8305], [0.7245, 4.1618, 1.9249], [0.2273, 3.0055, 1.3405], [0.7745, 1.7898, 1.5281], [2.5669, -2.6346, 2.3554], [3.8789, -1.5048, 2.4857], [4.1872, -4.1653, 1.4010], [5.0210, -5.0377, -0.7695], [4.7429, -3.5953, -2.8921], [3.7084, -1.3553, -2.5642], [3.1109, 2.5757, 3.7757], [2.2825, 4.8664, 3.3019], [0.2527, 5.1282, 1.6941], [-0.6101, 3.0017, 0.6279], [0.4636, 5.9332, -5.0625], [0.2172, 4.6507, -4.3467], [-1.0155, 3.9686, -4.5198], [-1.3098, 2.8007, -3.8357], [-0.4294, 2.2609, -2.8295], [-0.8589, 1.2606, -1.9938], [-2.2057, 1.2605, -1.6581], [-2.8533, 2.4683, -1.2587], [-4.1339, 2.4936, -0.7871], [-4.9014, 1.3172, -0.6528], [-6.2834, 1.3301, -0.0620], [-4.3100, 0.1212, -0.9793], [-3.0276, 0.0831, -1.5340], [-2.6358, -1.3123, -1.8357], [-2.6634, -1.9293, -3.0537], [-2.8564, -3.2727, -2.8373], [-2.8741, -3.4291, -1.4180], [-2.7685, -2.2469, -0.8412], [0.8936, 2.8512, -2.8422], [1.1652, 4.0591, -3.5338], [2.0670, 2.2500, -2.1926], [3.3760, 2.6261, -2.4460], [4.1970, 1.9635, -1.5764], [3.3275, 1.1884, -0.7911], [2.0393, 1.2835, -1.2495], [-0.4548, 6.5058, -5.1233], [0.7963, 5.7012, -6.0907], [1.2256, 6.5245, -4.5817], [-1.7885, 4.4129, -5.1350], [-2.2627, 2.2871, -4.0025], [-2.2898, 3.3801, -1.3757], [-4.6045, 3.4223, -0.5016], [-6.6536, 2.3373, 0.1047], [-6.3021, 0.7689, 0.8757], [-6.9936, 0.8287, -0.7397], [-4.8123, -0.8495, -0.8055], [-2.5457, -1.4098, -4.0031], [-2.9669, -4.0553, -3.5840], [-2.9623, -4.3608, -0.8549], [2.1146, 4.5426, -3.3986], [3.5953, 3.3978, -3.1613], [5.2928, 2.0187, -1.6011], [3.5990, 0.5857, 0.0778], [0.2903, -3.7181, 6.8514], [0.2121, -3.7377, 4.9715], [0.8274, -4.7229, 4.1580], [0.7400, -4.6635, 2.7631], [0.0469, -3.6314, 2.1170], [-0.6778, -2.7207, 2.9314], [-0.5440, -2.7132, 4.3049], [0.1375, -3.3213, 0.7800], [0.6190, -4.1045, -0.1300], [0.7482, -3.7942, -1.5406], [1.0523, -4.8498, -2.4907], [1.1100, -4.5385, -3.8307], [0.9891, -3.1901, -4.2184], [0.7505, -2.2447, -3.2447], [0.5442, -2.5508, -1.9572], [1.3580, -5.5517, 4.6452], [1.2591, -5.4064, 2.1545], [-1.2621, -1.9987, 2.3893], [-1.0283, -1.9219, 4.8966], [0.8974, -5.1276, 0.1282], [1.2543, -5.8627, -2.1424], [1.2975, -5.3259, -4.5671], [1.0691, -2.8860, -5.2516], [0.6985, -1.1840, -3.4702], [-1.1655, 4.0742, 7.2821], [-1.7167, 2.8094, 5.6889], [-2.9978, 2.8026, 5.0881], [-3.2561, 1.9537, 4.0364], [-2.2578, 1.0882, 3.5447], [-1.0314, 1.0173, 4.1866], [-0.7668, 1.8800, 5.2262], [-2.5628, 0.3488, 2.2415], [-3.7860, 0.1541, 2.0585], [-1.5972, 0.0828, 1.4715], [-3.7786, 3.4196, 5.4943], [-4.2455, 1.9697, 3.5537], [-0.2508, 0.2995, 3.8289], [0.2032, 1.8324, 5.7167]], "e_above_lowest_kcal_mol": 0.0, "charge": -1, "orbital_gap_ha": 0.182}